<i>
{
  "formula": "C4H7N3O",
  "method": "ωB97M-V/def2-TZVPD",
  "homo_lumo_gap_ev": 9.33,
  "lumo_energy_ev": 0.19,
  "spin_multiplicity": 1,
  "symbols": ["C", "C", "C", "C", "H", "H", "H", "H", "H", "H", "H", "N", "N", "N", "O"],
  "positions_angstrom": [[-0.28, 1.45, -0.05], [-1.50, 0.84, -0.82], [-1.76, -0.54, -0.01], [1.30, -0.73, 0.69], [-0.16, 2.56, -0.62], [-0.48, 1.46, 1.07], [-2.50, 1.50, -1.20], [-0.84, 0.73, -2.02], [-2.55, -1.27, -0.19], [2.22, -0.58, 1.23], [2.57, -0.21, -0.85], [-0.86, -1.41, 0.43], [0.35, -1.23, 1.27], [1.44, -0.21, -0.65], [1.08, 1.21, -0.45]]
}

<ii>
{
  "formula": "C4H7N3O",
  "method": "ωB97M-V/def2-TZVPD",
  "homo_lumo_gap_ev": 7.40,
  "lumo_energy_ev": -0.56,
  "spin_multiplicity": 1,
  "symbols": ["C", "C", "C", "C", "H", "H", "H", "H", "H", "H", "H", "N", "N", "N", "O"],
  "positions_angstrom": [[0.23, -1.11, 1.14], [-0.42, -0.60, -0.10], [-0.82, 1.67, -0.55], [0.31, 0.38, 0.87], [1.89, -2.35, -0.13], [-0.35, -1.63, 1.95], [-1.46, -0.51, 0.06], [-0.51, -0.98, -1.93], [-0.84, 1.13, -2.76], [-1.37, 2.74, -0.63], [1.27, 0.90, 0.46], [0.07, -0.40, -1.43], [-0.39, 0.93, -1.54], [-0.55, 1.45, 0.75], [1.46, -1.90, 1.29]]
}

<iii>
{
  "formula": "C4H7N3O",
  "method": "ωB97M-V/def2-TZVPD",
  "homo_lumo_gap_ev": [7.17, 7.17],
  "smiles": "Cn1cco/c1=N\\N",
  "lumo_energy_ev": [0.80, 0.80],
  "spin_multiplicity": 1,
  "symbols": ["C", "N", "C", "C", "O", "C", "N", "N", "H", "H", "H", "H", "H", "H", "H"],
  "positions_angstrom": [[-1.98, -0.13, 0.38], [-0.75, -0.20, -0.32], [-0.49, -0.90, -1.47], [0.84, -0.85, -1.71], [1.49, -0.19, -0.69], [0.47, 0.17, 0.13], [0.59, 1.06, 1.43], [1.90, 1.18, 1.87], [-2.14, 0.91, 0.72], [-2.77, -0.30, -0.29], [-1.90, -0.80, 1.25], [-1.34, -1.45, -1.98], [1.51, -1.33, -2.49], [2.03, 2.19, 1.88], [2.54, 0.65, 1.29]]
}

Relative energies in kJ/mol: <i> 415.7; <ii> 608.0; <iii> 0.0

<i>
{
  "formula": "C4H7N3O",
  "method": "ωB97M-V/def2-TZVPD",
  "homo_lumo_gap_ev": 8.20,
  "smiles": "Nc1ccn(N)c1O",
  "lumo_energy_ev": 0.66,
  "spin_multiplicity": 1,
  "symbols": ["N", "C", "C", "C", "N", "N", "C", "O", "H", "H", "H", "H", "H", "H", "H"],
  "positions_angstrom": [[-0.48, 0.75, 2.42], [-0.53, 0.38, 1.02], [-1.65, 0.33, 0.16], [-1.26, -0.06, -1.09], [0.06, -0.33, -1.05], [0.92, -0.74, -2.06], [0.53, -0.03, 0.25], [1.86, -0.14, 0.54], [0.36, 1.27, 2.64], [-0.49, -0.08, 3.00], [-2.67, 0.61, 0.39], [-1.84, -0.18, -1.98], [0.94, -0.03, -2.79], [0.59, -1.62, -2.43], [2.25, -0.37, -0.32]]
}

<ii>
{
  "formula": "C4H7N3O",
  "method": "ωB97M-V/def2-TZVPD",
  "homo_lumo_gap_ev": 9.09,
  "lumo_energy_ev": -0.38,
  "spin_multiplicity": 1,
  "symbols": ["C", "C", "C", "C", "H", "H", "H", "H", "H", "H", "H", "N", "N", "N", "O"],
  "positions_angstrom": [[2.33, 0.01, -0.63], [1.22, -0.58, 0.56], [-0.97, -0.53, -0.16], [-2.56, -0.98, -0.26], [1.82, -0.81, -1.62], [1.96, 1.12, -1.03], [3.48, -0.32, -0.26], [0.81, 0.38, 1.19], [1.58, -1.32, 1.24], [-0.22, 1.31, 0.15], [-2.33, 1.90, 1.08], [0.06, -1.23, 0.12], [-1.12, 0.89, -0.01], [-3.74, -1.37, -0.22], [-2.31, 1.53, -0.14]]
}

Relative energies in kJ/mol: <i> 0.0; <ii> 680.0

<i>
{
  "formula": "C4H7N3O",
  "method": "ωB97M-V/def2-TZVPD",
  "homo_lumo_gap_ev": 8.53,
  "smiles": "[H]/N=C(N)\\C=C(\\N)C=O",
  "lumo_energy_ev": -0.25,
  "spin_multiplicity": 1,
  "symbols": ["H", "N", "C", "N", "C", "C", "N", "C", "O", "H", "H", "H", "H", "H", "H"],
  "positions_angstrom": [[0.00, -1.84, 1.84], [0.78, -1.95, 1.19], [0.73, -1.09, 0.24], [1.68, -1.09, -0.74], [-0.93, -0.63, -0.28], [-1.09, 0.63, 0.03], [-1.94, 1.63, -0.35], [0.32, 0.99, 0.58], [0.93, 1.92, 0.03], [2.50, -1.64, -0.52], [1.85, -0.20, -1.19], [-1.28, -1.42, -0.93], [-1.47, 2.53, -0.38], [-2.53, 1.44, -1.15], [0.46, 0.71, 1.63]]
}

<ii>
{
  "formula": "C4H7N3O",
  "method": "ωB97M-V/def2-TZVPD",
  "homo_lumo_gap_ev": 8.28,
  "lumo_energy_ev": -0.59,
  "spin_multiplicity": 1,
  "symbols": ["C", "C", "C", "C", "H", "H", "H", "H", "H", "H", "H", "N", "N", "N", "O"],
  "positions_angstrom": [[0.05, -1.61, 0.57], [-0.09, -0.09, 0.33], [-1.27, 2.06, 0.88], [1.04, -0.34, -1.50], [-0.04, -1.81, 1.79], [-0.64, -2.03, -0.21], [1.27, -1.86, 0.27], [-2.10, 0.09, 1.30], [-2.33, 2.19, 1.54], [0.96, -1.43, -1.30], [2.02, 0.86, -2.19], [-0.95, 0.58, 1.00], [0.46, 0.59, -0.69], [2.08, -0.10, -2.31], [-0.45, 2.91, 0.52]]
}

Relative energies in kJ/mol: <i> 0.0; <ii> 173.6

<i>
{
  "formula": "C6H5N",
  "method": "ωB97M-V/def2-TZVPD",
  "homo_lumo_gap_ev": 10.06,
  "smiles": "C#C[C@@H]1N[C@@H]1C#C",
  "lumo_energy_ev": 0.83,
  "spin_multiplicity": 1,
  "symbols": ["C", "C", "C", "N", "C", "C", "C", "H", "H", "H", "H", "H"],
  "positions_angstrom": [[-0.30, -2.77, 0.54], [0.13, -1.77, 0.03], [0.69, -0.59, -0.65], [1.56, 0.34, 0.07], [0.26, 0.83, -0.38], [-0.85, 1.40, 0.41], [-1.65, 2.31, 0.48], [-0.70, -3.65, 1.02], [1.04, -0.81, -1.66], [1.61, 0.11, 1.06], [0.36, 1.50, -1.23], [-2.22, 3.21, 0.33]]
}

<ii>
{
  "formula": "C6H5N",
  "method": "ωB97M-V/def2-TZVPD",
  "homo_lumo_gap_ev": 9.54,
  "smiles": "C#CC1=CCN=C1",
  "lumo_energy_ev": 0.33,
  "spin_multiplicity": 1,
  "symbols": ["C", "C", "C", "C", "C", "N", "C", "H", "H", "H", "H", "H"],
  "positions_angstrom": [[2.98, -0.14, 0.11], [1.82, -0.08, -0.12], [0.46, -0.01, -0.02], [-0.46, 0.99, 0.07], [-1.75, 0.42, -0.01], [-1.66, -1.02, 0.09], [-0.39, -1.28, -0.07], [4.07, 0.01, 0.01], [-0.31, 2.09, 0.04], [-2.45, 0.66, 0.76], [-2.22, 0.68, -0.98], [-0.10, -2.33, 0.12]]
}

Relative energies in kJ/mol: <i> 207.6; <ii> 0.0

<i>
{
  "formula": "C6H5N",
  "method": "ωB97M-V/def2-TZVPD",
  "homo_lumo_gap_ev": 9.88,
  "smiles": "N#CC1C=CC=C1",
  "lumo_energy_ev": 0.33,
  "spin_multiplicity": 1,
  "symbols": ["N", "C", "C", "C", "C", "C", "C", "H", "H", "H", "H", "H"],
  "positions_angstrom": [[-2.84, -0.50, 0.10], [-1.72, -0.19, 0.63], [-0.41, 0.26, 0.90], [0.36, -1.12, 0.47], [1.18, -0.80, -0.48], [1.05, 0.63, -0.98], [0.15, 1.31, -0.20], [-0.66, 0.59, 2.03], [0.41, -2.01, 1.16], [1.59, -1.55, -1.29], [1.28, 1.21, -1.91], [-0.37, 2.16, -0.43]]
}

<ii>
{
  "formula": "C6H5N",
  "method": "ωB97M-V/def2-TZVPD",
  "homo_lumo_gap_ev": 7.57,
  "lumo_energy_ev": -1.24,
  "spin_multiplicity": 1,
  "symbols": ["C", "C", "C", "C", "C", "C", "N", "H", "H", "H", "H", "H"],
  "positions_angstrom": [[0.93, 2.17, -3.09], [1.02, 2.56, -4.24], [0.47, 1.19, -0.48], [0.14, 0.63, 0.67], [-0.13, -0.70, 0.56], [-0.69, -1.64, 1.57], [0.66, 1.65, -1.55], [0.21, 1.09, 1.56], [-0.17, -1.07, -0.54], [-1.12, -1.23, 2.56], [0.15, -2.33, 1.75], [-1.47, -2.32, 1.23]]
}

Relative energies in kJ/mol: <i> 0.0; <ii> 396.8

<i>
{
  "formula": "C5H10FN",
  "method": "ωB97M-V/def2-TZVPD",
  "homo_lumo_gap_ev": 10.56,
  "smiles": "CC(C)(F)[C@@H]1CN1",
  "lumo_energy_ev": 0.91,
  "spin_multiplicity": 1,
  "symbols": ["C", "C", "C", "F", "C", "C", "N", "H", "H", "H", "H", "H", "H", "H", "H", "H", "H"],
  "positions_angstrom": [[-1.42, -1.13, -0.31], [-0.59, 0.05, 0.21], [-1.16, 1.44, 0.05], [-0.46, -0.14, 1.63], [0.82, -0.04, -0.36], [1.94, -0.67, 0.36], [1.87, 0.79, 0.26], [-0.96, -1.99, 0.10], [-1.49, -1.24, -1.35], [-2.43, -1.14, 0.10], [-0.46, 2.19, 0.50], [-2.15, 1.50, 0.52], [-1.25, 1.68, -1.01], [0.90, -0.10, -1.43], [1.60, -1.07, 1.36], [2.74, -1.18, -0.12], [2.50, 1.06, -0.51]]
}

<ii>
{
  "formula": "C5H10FN",
  "method": "ωB97M-V/def2-TZVPD",
  "homo_lumo_gap_ev": 12.19,
  "smiles": "CC#N.CCCF",
  "lumo_energy_ev": 0.79,
  "spin_multiplicity": 1,
  "symbols": ["C", "C", "N", "H", "H", "H", "C", "C", "C", "F", "H", "H", "H", "H", "H", "H", "H"],
  "positions_angstrom": [[-1.86, -1.61, -0.01], [-2.99, -0.80, -0.34], [-3.81, -0.05, -0.67], [-1.06, -1.55, -0.71], [-2.19, -2.66, 0.14], [-1.57, -1.19, 0.89], [3.63, -0.68, 0.61], [2.54, -0.73, -0.53], [1.16, -0.31, -0.12], [0.58, -0.97, 0.99], [4.59, -1.02, 0.21], [3.57, 0.32, 1.04], [3.37, -1.32, 1.41], [2.50, -1.82, -0.65], [2.84, -0.08, -1.43], [0.42, -0.53, -0.90], [0.99, 0.79, 0.15]]
}

Relative energies in kJ/mol: <i> 0.0; <ii> 22.1